# 1
Density functional theory data (ωB97M-V with the def2-TZVPD basis set) for one molecule with the formula C10H7N2O4P in a non-equilibrium geometry.

Results
Structure (SMILES) ... N#Cc1ccc2cccc(OP(=O)(O)O)c2n1
HOMO level ... -9.3314 eV
Relative energy (zero: lowest compared OMol25 entry of this formula, charge and spin) ... 0.0 kJ/mol
Maximum force ... 3.6 eV/A
LUMO level ... -1.34 eV

Last column: Mulliken charge in e.
Element x y z (Å)
N (4.191, -1.237, -1.616)  -0.44
C (3.276, -1.023, -0.943)  0.04
C (2.189, -0.802, -0.046)  0.31
C (2.460, -0.671, 1.316)  -0.58
C (1.403, -0.476, 2.165)  -0.56
C (0.103, -0.365, 1.678)  1.42
C (-0.951, -0.203, 2.582)  -0.83
C (-2.238, 0.036, 2.120)  -0.62
C (-2.478, 0.097, 0.740)  -0.50
C (-1.452, -0.087, -0.232)  0.19
O (-1.862, 0.067, -1.540)  -0.45
P (-0.939, 0.948, -2.553)  0.89
O (-0.430, 2.202, -1.967)  -0.68
O (-1.664, 1.496, -3.874)  -0.54
O (0.262, 0.043, -3.043)  -0.48
C (-0.128, -0.404, 0.286)  0.55
N (0.927, -0.636, -0.555)  -0.62
H (3.489, -0.709, 1.689)  0.40
H (1.554, -0.450, 3.238)  0.39
H (-0.772, -0.186, 3.654)  0.35
H (-3.016, 0.152, 2.853)  0.40
H (-3.480, 0.334, 0.358)  0.41
H (-1.024, 2.165, -4.115)  0.33
H (0.581, -0.290, -2.196)  0.62

Forces on atoms 1 to 2 (eV/Å):
-0.78 0.23 0.57
0.93 -0.41 -1.11



# 2
Density functional theory data (ωB97M-V with the def2-TZVPD basis set) for a 11-piece molecular cluster, C18H58N8O11 overall in a non-equilibrium geometry.

Results
Structure (SMILES) ... NC(N)=O.NC(N)=O.NC(N)=O.NC(N)=O.CCO.CCO.CCO.CCO.CCO.CCO.CCO
HOMO level ... -9.6342 eV
Relative energy (zero: lowest compared OMol25 entry of this formula, charge and spin) ... 0.0 kJ/mol
Maximum force ... 3.9 eV/A
LUMO level ... 0.50 eV

Last column: Mulliken charge in e.
Element x y z (Å)
N (2.182, -0.796, 0.644)  -0.11
C (1.012, -0.144, 0.708)  0.63
N (0.059, -0.592, -0.129)  0.08
O (0.795, 0.741, 1.503)  -0.92
H (2.441, -1.340, -0.255)  -0.06
H (2.979, -0.185, 0.869)  0.19
H (0.252, -1.386, -0.744)  -0.20
H (-0.836, -0.149, -0.153)  0.06
N (-3.801, 2.770, 1.110)  -0.49
C (-2.699, 1.936, 0.909)  0.65
N (-1.660, 2.087, 1.736)  0.06
O (-2.716, 1.034, 0.049)  -0.79
H (-4.321, 2.849, 0.260)  0.24
H (-3.687, 3.650, 1.619)  0.21
H (-1.833, 2.691, 2.552)  0.29
H (-0.892, 1.433, 1.677)  0.05
N (-1.290, 1.348, -2.624)  -0.12
C (-2.160, 0.980, -3.548)  0.43
N (-3.132, 0.045, -3.101)  -0.40
O (-1.977, 1.247, -4.720)  -0.67
H (-0.481, 1.852, -2.970)  0.17
H (-1.528, 1.353, -1.637)  0.14
H (-3.402, 0.124, -2.132)  0.25
H (-3.946, 0.008, -3.747)  0.24
N (4.695, -6.233, -0.017)  -0.38
C (4.518, -4.908, 0.241)  0.69
N (3.180, -4.446, 0.423)  -0.39
O (5.410, -4.051, 0.381)  -0.78
H (5.650, -6.513, -0.192)  0.25
H (3.972, -6.892, -0.125)  0.18
H (3.164, -3.600, 0.925)  0.21
H (2.381, -5.056, 0.569)  0.18
C (1.445, -1.107, -3.778)  -0.68
C (1.765, -2.535, -3.397)  -0.11
O (1.787, -2.775, -1.999)  -0.04
H (1.939, -0.692, -4.668)  0.46
H (1.729, -0.468, -2.948)  0.03
H (0.328, -0.918, -3.715)  -0.01
H (2.769, -2.781, -3.940)  0.37
H (1.008, -3.172, -3.830)  0.05
H (2.580, -3.265, -1.843)  -0.01
C (-5.003, 8.281, 3.618)  -1.06
C (-5.757, 6.948, 3.663)  -0.24
O (-4.818, 6.044, 3.026)  -0.49
H (-5.711, 9.109, 3.635)  0.38
H (-4.592, 8.367, 2.626)  0.30
H (-4.230, 8.389, 4.390)  0.25
H (-6.631, 6.981, 2.989)  0.23
H (-6.080, 6.611, 4.658)  0.30
H (-4.788, 5.185, 3.460)  0.27
C (-2.230, -3.267, -4.500)  -1.00
C (-2.419, -3.443, -2.999)  -0.26
O (-1.615, -2.467, -2.352)  -0.28
H (-1.219, -3.498, -4.821)  0.16
H (-2.509, -2.250, -4.752)  0.32
H (-3.007, -3.927, -4.969)  0.40
H (-2.262, -4.518, -2.789)  0.18
H (-3.441, -3.164, -2.716)  0.33
H (-1.988, -1.616, -2.568)  0.15
C (-0.692, -7.287, -1.559)  -1.01
C (0.253, -6.672, -2.581)  -0.37
O (0.983, -5.613, -2.012)  -0.40
H (-1.434, -8.050, -1.926)  0.33
H (-1.223, -6.472, -1.139)  0.31
H (-0.087, -7.835, -0.766)  0.27
H (-0.269, -6.399, -3.463)  0.30
H (0.951, -7.436, -2.869)  0.38
H (0.484, -4.798, -2.000)  0.14
C (5.116, 0.625, -1.641)  -0.83
C (5.801, -0.665, -1.196)  -0.32
O (4.941, -1.547, -0.413)  -0.36
H (5.110, 1.274, -0.785)  0.28
H (4.060, 0.445, -1.951)  0.04
H (5.599, 1.145, -2.480)  0.35
H (6.726, -0.440, -0.639)  0.31
H (6.085, -1.205, -2.060)  0.36
H (5.350, -2.442, -0.264)  0.28
C (-0.867, 6.348, 3.524)  -1.56
C (-1.766, 5.323, 2.849)  0.23
O (-2.048, 4.221, 3.795)  -0.68
H (-0.923, 7.262, 3.002)  0.42
H (0.076, 5.907, 3.641)  0.44
H (-1.240, 6.504, 4.518)  0.33
H (-1.302, 4.893, 1.977)  0.26
H (-2.773, 5.725, 2.728)  0.18
H (-1.163, 3.769, 3.968)  0.30
C (1.730, 0.659, 4.630)  -1.07
C (1.611, 2.181, 4.780)  -0.05
O (1.575, 2.810, 3.492)  -0.55
H (1.614, 0.189, 5.620)  0.37
H (2.711, 0.411, 4.270)  0.32
H (1.064, 0.142, 3.935)  0.23
H (2.397, 2.541, 5.381)  0.30
H (0.633, 2.488, 5.272)  0.13
H (1.542, 2.089, 2.798)  0.44

Forces on atoms 1 to 2 (eV/Å):
3.17 -1.08 -1.96
-1.04 -1.29 -1.46



# 3
Density functional theory data (ωB97M-V with the def2-TZVPD basis set) for C16H27MoN2O3S3Si as an isolated structure.

Results
Total charge ... +1
2S+1 ... 3
HOMO level (spin up / spin down) ... -12.4115 / -12.6605 eV
Expectation value of S² ... 2.09
Maximum force ... 0.8 eV/A
LUMO level (spin up / spin down) ... -6.52 / -5.51 eV

Last column: Mulliken spin population.
Element x y z (Å)
Mo (2.544, -0.210, -0.058)  2.38
S (3.444, 1.284, 1.549)  -0.07
C (4.943, 1.138, 0.654)  0.05
S (4.752, -0.056, -0.640)  -0.25
C (6.069, 1.844, 0.877)  -0.03
C (6.113, 2.813, 1.926)  0.00
N (6.111, 3.592, 2.770)  -0.01
C (7.228, 1.653, 0.064)  0.01
N (8.141, 1.498, -0.616)  -0.01
C (-0.913, -0.877, 2.637)  0.00
C (0.186, -1.613, 1.886)  -0.01
C (-0.239, -3.022, 1.498)  0.00
C (1.481, -1.638, 2.686)  0.03
O (0.505, -0.848, 0.660)  -0.17
Si (-0.456, -0.352, -0.623)  0.04
S (1.284, 0.177, -1.910)  0.00
O (-1.228, -1.612, -1.194)  0.02
C (-2.202, -1.796, -2.275)  0.00
C (-2.211, -3.288, -2.559)  0.00
C (-1.744, -1.005, -3.491)  0.00
C (-3.555, -1.315, -1.774)  0.00
O (-1.373, 0.904, -0.296)  0.01
C (-1.276, 2.335, -0.014)  -0.01
C (-2.510, 2.659, 0.809)  0.00
C (-0.009, 2.648, 0.767)  0.04
C (-1.286, 3.067, -1.348)  0.00
H (-1.159, -1.416, 3.551)  0.00
H (-1.815, -0.807, 2.026)  0.00
H (-0.588, 0.129, 2.906)  0.00
H (-0.396, -3.616, 2.397)  0.00
H (0.532, -3.501, 0.891)  0.00
H (-1.164, -3.004, 0.926)  0.00
H (1.374, -2.287, 3.553)  0.00
H (1.746, -0.640, 3.037)  -0.01
H (2.296, -2.048, 2.072)  0.00
H (-1.219, -3.623, -2.866)  0.00
H (-2.915, -3.510, -3.360)  0.00
H (-2.511, -3.843, -1.670)  0.00
H (-0.742, -1.314, -3.791)  0.00
H (-1.734, 0.067, -3.270)  0.00
H (-2.422, -1.178, -4.325)  0.00
H (-3.858, -1.886, -0.895)  0.00
H (-4.304, -1.450, -2.553)  0.00
H (-3.509, -0.259, -1.505)  0.00
H (-2.477, 2.146, 1.771)  0.00
H (-3.409, 2.347, 0.278)  0.00
H (-2.569, 3.733, 0.989)  0.00
H (0.037, 2.063, 1.689)  0.00
H (-0.001, 3.704, 1.036)  0.00
H (0.876, 2.459, 0.160)  -0.01
H (-2.193, 2.828, -1.905)  0.00
H (-0.419, 2.783, -1.946)  0.00
H (-1.256, 4.143, -1.180)  0.00

Forces on atoms 1 to 2 (eV/Å):
-0.09 0.14 0.34
-0.42 -0.18 -0.51



# 4
Density functional theory data (ωB97M-V with the def2-TZVPD basis set) for C5H5N as an isolated structure in a non-equilibrium geometry.

Results
HOMO level (spin up / spin down) ... -7.8477 / -7.4476 eV
Relative energy (zero: lowest compared OMol25 entry of this formula, charge and spin) ... 866.6 kJ/mol
Maximum force ... 4.4 eV/A
LUMO level (spin up / spin down) ... 0.47 / 0.24 eV

Last column: Mulliken charge in e.
Element x y z (Å)
C (-0.689, 2.076, 0.507)  -0.06
C (-1.394, 1.061, 0.878)  -0.70
C (0.605, 1.175, 0.170)  -0.43
C (-0.147, 0.185, 0.537)  0.02
C (0.829, -1.995, -0.410)  -0.02
N (0.149, -2.462, -1.293)  -0.40
H (-0.705, 3.201, 0.391)  0.32
H (-2.449, 0.959, 1.163)  0.37
H (1.706, 1.184, 0.054)  0.35
H (1.806, -2.193, 0.058)  0.29
H (0.290, -3.192, -2.055)  0.26

Forces on atoms 1 to 2 (eV/Å):
2.61 3.47 -0.86
-2.04 -1.03 0.20